The following is a quantum chemistry calculation of a 2-piece molecular cluster, C28H28N3O overall at a distorted geometry, from OMol25.

Each line ends with the Löwdin charge.
Geometry (Å):
C -6.592 0.599 -1.843  -0.054
N -5.497 -0.112 -2.479  -0.211
C -5.869 -1.442 -2.927  -0.071
C -4.185 0.153 -2.126  -0.218
C -3.387 -0.897 -1.618  0.007
C -2.083 -0.642 -1.256  -0.029
C -1.489 0.619 -1.465  -0.201
C -0.102 0.838 -1.198  0.082
C 0.896 -0.035 -1.608  -0.142
C 2.314 0.298 -1.685  -0.124
C 3.011 1.489 -1.589  -0.020
C 4.406 1.464 -1.752  -0.052
C 5.091 0.257 -1.962  -0.053
C 4.395 -0.962 -2.021  0.009
C 3.017 -0.901 -1.889  -0.155
N 2.076 -1.941 -1.963  -0.044
C 2.408 -3.348 -2.101  0.015
C 0.819 -1.431 -1.863  0.060
C -2.316 1.686 -1.934  0.000
C -3.644 1.465 -2.245  0.006
H -6.266 1.563 -1.434  0.089
H -7.401 0.763 -2.568  0.094
H -7.003 -0.011 -1.017  0.097
H -5.049 -1.893 -3.495  0.095
H -6.109 -2.088 -2.070  0.091
H -6.755 -1.377 -3.569  0.096
H -3.800 -1.900 -1.479  0.118
H -1.504 -1.414 -0.761  0.073
H 0.210 1.809 -0.824  0.125
H 2.461 2.406 -1.394  0.115
H 4.962 2.400 -1.721  0.111
H 6.168 0.253 -2.099  0.111
H 4.865 -1.930 -2.170  0.108
H 3.496 -3.434 -2.046  0.085
H 1.935 -3.942 -1.302  0.108
H 2.078 -3.751 -3.069  0.109
H -0.067 -2.056 -1.915  0.137
H -1.876 2.677 -2.076  0.125
H -4.280 2.263 -2.645  0.126
C 3.232 2.321 6.194  -0.052
O 3.178 2.630 4.786  -0.083
C 2.365 1.900 3.982  -0.253
C 1.542 0.838 4.415  0.037
C 0.861 0.014 3.492  -0.141
C 0.958 0.352 2.090  -0.205
C 1.662 1.517 1.704  -0.002
C 2.380 2.259 2.601  0.027
N 0.405 -0.429 1.138  0.108
C -0.101 -1.601 1.494  -0.135
C -0.350 -1.972 2.834  -0.043
C 0.094 -1.130 3.835  -0.002
H 3.959 3.032 6.590  0.096
H 2.252 2.476 6.667  0.097
H 3.576 1.291 6.360  0.099
H 1.431 0.641 5.482  0.112
H 1.634 1.777 0.649  0.072
H 2.972 3.111 2.280  0.126
H -0.369 -2.286 0.692  0.090
H -0.887 -2.903 3.012  0.109
H -0.127 -1.333 4.881  0.122

## Properties
Energy = -36001.065 eV
Relative energy (zero: lowest compared OMol25 entry of this formula, charge and spin) = 4.9 kJ/mol
Charge = +1
2S+1 = 1
Strongest force on any atom = 1.729 eV Å⁻¹
M = 422.6 g mol⁻¹

***

The following is a quantum chemistry calculation of a 2-piece molecular cluster, C28H28NO2 overall at a distorted geometry, from OMol25.

Each line ends with the Löwdin charge.
Geometry (Å):
C 7.369 -1.903 0.234  -0.042
O 6.320 -2.373 1.111  -0.066
C 5.098 -1.773 1.069  -0.234
C 4.049 -2.397 1.788  0.025
C 2.758 -1.919 1.696  -0.003
C 2.476 -0.701 1.029  -0.179
C 1.119 -0.153 0.910  -0.048
C 0.013 -1.034 0.797  -0.003
C -1.323 -0.658 0.722  0.017
C -2.450 -1.563 0.721  -0.215
C -3.765 -1.028 0.756  -0.020
C -4.877 -1.861 0.729  -0.055
C -4.713 -3.253 0.662  -0.040
C -3.423 -3.797 0.622  -0.051
C -2.302 -2.969 0.637  -0.004
C 0.961 1.308 0.924  -0.173
C 1.766 2.089 1.798  -0.007
C 1.576 3.443 1.948  0.029
C 0.639 4.115 1.128  -0.238
O 0.529 5.460 1.297  -0.065
C -0.313 6.195 0.379  -0.046
C -0.113 3.379 0.183  0.011
C 0.044 2.002 0.106  -0.021
C 3.566 -0.025 0.425  -0.004
C 4.832 -0.581 0.354  0.013
H 8.225 -2.536 0.477  0.099
H 7.092 -2.036 -0.822  0.104
H 7.613 -0.848 0.428  0.096
H 4.292 -3.279 2.376  0.130
H 1.950 -2.460 2.186  0.123
H 0.254 -2.102 0.797  0.110
H -1.569 0.396 0.863  0.120
H -3.889 0.058 0.792  0.115
H -5.878 -1.425 0.760  0.114
H -5.590 -3.905 0.633  0.118
H -3.295 -4.878 0.575  0.114
H -1.303 -3.397 0.558  0.112
H 2.537 1.600 2.391  0.130
H 2.147 4.021 2.668  0.131
H -0.216 7.235 0.695  0.100
H 0.038 6.078 -0.659  0.103
H -1.362 5.869 0.458  0.098
H -0.816 3.888 -0.480  0.108
H -0.528 1.453 -0.641  0.082
H 3.399 0.943 -0.048  0.128
H 5.614 -0.097 -0.233  0.115
C -3.593 1.331 -2.184  -0.025
N -3.109 0.021 -2.589  -0.168
C -3.832 -0.867 -3.362  -0.087
C -3.019 -1.961 -3.636  -0.083
C -1.778 -1.750 -2.951  -0.084
C -1.885 -0.537 -2.268  -0.121
H -2.761 1.925 -1.783  0.078
H -4.027 1.858 -3.048  0.099
H -4.372 1.243 -1.412  0.082
H -4.846 -0.638 -3.665  0.118
H -3.272 -2.801 -4.267  0.093
H -0.911 -2.397 -2.954  0.092
H -1.148 -0.007 -1.685  0.076

## Properties
Energy = -35067.517 eV
Relative energy (zero: lowest compared OMol25 entry of this formula, charge and spin) = 0.0 kJ/mol
Charge = +1
2S+1 = 1
Strongest force on any atom = 1.569 eV Å⁻¹
M = 410.5 g mol⁻¹

***

Q: The lowest strongest force on any atom belongs to which entry?
A: C28H28NO2

***

Q: Among the records above, which one has the lowest relative energy (zero: lowest compared OMol25 entry of this formula, charge and spin)?
A: C28H28NO2

***

Q: Number 2 is which compound?
A: C28H28NO2

***

Q: Number 2 is which compound?
A: C28H28NO2